Record 1
The following is a quantum chemistry calculation of a structure of composition C18H27BiN5O9, from OMol25.

The geometry in XYZ format:
```
60
Properties=species:S:1:pos:R:3:forces:R:3:lowdin_charge:R:1
Bi 0.85109 0.74875 -0.75399 -0.002 -0.024 0.011 1.40
O -0.10058 -1.97178 2.10165 0.005 -0.003 -0.009 -0.03
C -0.93224 -2.90306 -0.42296 0.035 0.072 0.225 -0.02
O 0.15122 -3.19504 -0.55831 -0.077 -0.010 -0.112 0.31
C -2.23626 -2.54957 -0.26084 0.042 -0.006 -0.112 -0.09
C -3.18853 -3.52217 0.14394 -0.017 -0.002 -0.002 0.09
C -4.47560 -3.12910 0.26668 0.008 -0.002 0.001 -0.12
C -4.88623 -1.80652 -0.03737 -0.017 0.003 0.000 0.12
C -3.98491 -0.89155 -0.45515 0.023 0.017 0.001 -0.04
C -2.55528 -1.14517 -0.53484 0.009 -0.098 -0.003 -0.30
O -1.69215 -0.30222 -0.76795 -0.013 0.069 0.016 -0.13
N -4.47591 0.43783 -0.83308 0.000 -0.011 -0.003 -0.34
O -5.33026 0.93931 -0.13865 0.000 -0.001 0.002 0.12
O -3.99902 0.92349 -1.83927 -0.004 0.004 0.001 0.09
N -5.48398 -4.10193 0.70636 0.014 -0.019 0.010 -0.35
O -6.62718 -3.71040 0.78221 -0.006 0.006 -0.004 0.11
O -5.09599 -5.22147 0.96460 -0.005 0.009 -0.005 0.10
H -2.90771 -4.54490 0.35480 -0.002 -0.002 0.003 0.15
H -5.93091 -1.54012 0.05779 0.001 -0.002 -0.001 0.15
C 3.12913 3.11982 -0.77009 -0.002 -0.022 -0.004 -0.09
N 2.64413 2.07436 -1.69323 0.036 0.018 -0.016 -0.45
C 3.78542 1.21090 -2.06901 -0.018 0.001 0.013 -0.10
C 2.07605 2.66538 -2.92379 0.054 -0.034 -0.004 -0.21
C 0.71736 3.27844 -2.68510 -0.050 0.048 -0.018 -0.20
N -0.28210 2.27021 -2.28091 0.007 -0.023 0.022 -0.44
C -1.39788 2.94157 -1.58204 -0.004 -0.029 -0.008 -0.10
C -0.81618 1.54775 -3.45295 0.005 0.018 0.011 -0.09
H 3.90644 3.71964 -1.25439 0.000 0.001 0.001 0.10
H 3.54494 2.63723 0.11100 -0.003 0.005 0.004 0.08
H 2.31098 3.76308 -0.45849 0.002 0.005 0.006 0.08
H 4.54210 1.80511 -2.59034 0.006 -0.004 0.001 0.10
H 3.43303 0.41306 -2.71914 0.004 -0.001 -0.002 0.08
H 4.21737 0.77648 -1.17252 0.003 0.001 -0.005 0.07
H 2.00576 1.86890 -3.66556 0.002 -0.002 0.000 0.12
H 2.76331 3.42233 -3.31708 0.000 0.002 -0.001 0.14
H 0.37947 3.79017 -3.59260 -0.006 0.005 0.005 0.14
H 0.77310 4.02795 -1.89617 0.001 -0.003 0.005 0.11
H -1.88355 3.65907 -2.25056 0.000 0.002 0.000 0.11
H -1.01549 3.45489 -0.70271 0.000 0.003 0.000 0.08
H -2.12457 2.19554 -1.27760 -0.006 0.009 0.000 0.05
H -1.32686 2.24649 -4.12330 -0.001 -0.005 -0.004 0.10
H -1.52666 0.80023 -3.10825 -0.005 -0.006 0.000 0.07
H -0.01004 1.05025 -3.98666 -0.005 -0.004 -0.005 0.08
O 4.04564 0.16696 2.70618 -0.004 0.001 -0.022 0.16
C 2.98017 -0.00097 1.95883 0.036 -0.003 0.059 -0.49
O 2.99693 0.17581 0.75596 -0.037 0.005 -0.025 -0.10
C 1.72575 -0.44019 2.70255 -0.002 -0.004 -0.038 -0.20
N 1.98526 -0.51317 4.14275 0.006 0.002 0.016 -0.01
C 1.63202 -1.85832 4.63372 0.000 -0.005 -0.001 -0.16
C 1.84632 -2.72908 3.40236 0.001 0.004 0.001 -0.09
C 1.30881 -1.86213 2.26814 0.003 0.001 -0.006 -0.31
H 0.93918 0.26714 2.41964 0.004 0.008 0.004 0.13
H 1.53739 0.22745 4.66388 -0.005 0.002 -0.005 0.13
H 3.74381 -0.04317 3.62543 -0.006 0.003 0.005 0.12
H 0.59187 -1.90621 4.97768 0.000 -0.001 -0.002 0.12
H 2.26609 -2.14277 5.47080 0.002 0.004 0.001 0.12
H 1.34629 -3.69415 3.45137 -0.001 0.001 -0.001 0.13
H 2.91402 -2.90135 3.25126 -0.001 -0.006 0.001 0.13
H -0.53558 -1.88048 2.95739 -0.007 0.003 -0.005 0.11
H 1.73119 -2.11859 1.29792 -0.003 0.001 -0.002 0.14
```
Positions in Å, forces in eV/Å.

The HOMO energy is -9.3 eV. The calculation puts the electronic energy at -50809.55818 eV. Its net charge is +1.


Record 2
The following is a quantum chemistry calculation of an isolated molecule of C18H27ClN2O2, from OMol25.

The geometry in XYZ format:
```
50
Properties=species:S:1:pos:R:3:forces:R:3:lowdin_charge:R:1
C 3.59912 -4.30875 3.13708 0.027 0.255 -0.013 -0.12
C 3.11735 -2.93134 2.69815 -0.139 -0.302 -0.067 -0.27
C 1.80219 -3.01236 1.92529 0.077 0.385 0.046 -0.21
C 1.33978 -1.62648 1.47913 -0.195 -0.257 -0.148 -0.12
C -0.01261 -1.60177 0.72370 0.089 0.399 0.780 -0.43
O 0.00859 -2.49050 -0.37948 0.038 -0.174 -0.104 -0.01
C -1.18349 -1.89552 1.67966 -0.096 -0.079 -0.329 -0.11
C -2.51937 -2.16808 0.98247 0.066 0.090 -0.065 -0.19
C -3.17904 -0.95899 0.31792 -0.032 -0.080 0.196 -0.25
C -3.52006 0.15907 1.29554 0.075 -0.061 -0.179 -0.10
C -0.13377 -0.16012 0.20300 -0.073 -0.287 -0.086 -0.44
O -0.31512 0.77470 0.95846 -0.034 0.066 0.088 0.07
N 0.01725 -0.06709 -1.13785 0.581 -0.347 -0.247 0.08
N -0.16601 1.03289 -1.92864 -0.540 0.356 -0.446 0.11
C 0.38133 2.15741 -1.66816 0.139 -0.499 0.603 -0.27
C 1.36666 2.42089 -0.57374 -0.014 -0.071 0.098 -0.02
C 0.02114 3.25506 -2.57683 -0.168 0.395 -0.442 -0.17
C 0.09647 4.58592 -2.16950 -0.001 -0.288 -0.045 -0.03
C -0.25401 5.61000 -3.02916 -0.070 0.112 -0.172 -0.10
C -0.67827 5.30872 -4.31320 0.070 -0.165 0.231 -0.68
Cl -1.10314 6.58739 -5.39504 -0.051 0.153 -0.130 0.67
C -0.76919 3.99113 -4.73767 -0.010 0.097 -0.009 -0.10
C -0.42612 2.97555 -3.86906 0.082 0.063 0.128 -0.02
H 4.53369 -4.22880 3.68678 0.093 -0.091 0.065 0.07
H 3.76358 -4.95014 2.27370 0.028 -0.109 -0.059 0.07
H 2.86269 -4.78435 3.78146 -0.050 -0.097 0.070 0.07
H 2.97919 -2.29733 3.57644 0.027 0.091 -0.015 0.11
H 3.87786 -2.46405 2.06884 0.009 0.097 0.015 0.11
H 1.95032 -3.65063 1.05005 -0.024 -0.088 -0.005 0.12
H 1.05029 -3.47941 2.56508 -0.027 -0.087 -0.011 0.11
H 2.10236 -1.20842 0.81607 0.027 0.067 0.007 0.13
H 1.24923 -0.96583 2.34216 0.012 0.061 0.002 0.13
H 0.02579 -3.38799 -0.02938 0.009 0.013 -0.104 0.11
H -1.27887 -1.04493 2.35329 0.083 -0.022 0.099 0.12
H -0.93336 -2.77394 2.27955 0.074 0.044 0.047 0.11
H -2.37524 -2.94300 0.22459 -0.058 -0.062 0.096 0.11
H -3.20770 -2.56671 1.73252 -0.026 -0.055 -0.022 0.11
H -4.09765 -1.30663 -0.16271 0.062 0.023 -0.090 0.11
H -2.53239 -0.56473 -0.46666 -0.066 -0.003 -0.147 0.10
H -2.61729 0.64863 1.65014 0.020 0.074 0.096 0.05
H -4.13494 0.90907 0.80348 -0.067 0.114 0.026 0.07
H -4.07012 -0.23136 2.14963 -0.102 -0.014 0.120 0.07
H -0.08279 -0.93738 -1.64984 0.020 0.246 0.170 0.14
H 1.97190 1.52803 -0.41515 0.010 -0.018 0.048 0.08
H 2.01656 3.25390 -0.82738 0.048 0.006 -0.055 0.08
H 0.85070 2.62456 0.36453 0.054 0.026 -0.007 0.09
H 0.40620 4.83070 -1.16551 0.075 0.016 0.101 0.11
H -0.20001 6.63806 -2.70643 -0.010 0.088 0.002 0.10
H -1.10599 3.76956 -5.73830 -0.021 0.001 -0.090 0.10
H -0.49370 1.94535 -4.17905 -0.022 -0.082 -0.049 0.11
```
Positions in Å, forces in eV/Å.

The HOMO energy is -8.5 eV. The structure (SMILES) is CCCCC(O)(CCCC)C(=O)N/N=C(\C)c1ccc(Cl)cc1. The calculation puts the electronic energy at -38702.06530 eV. Its net charge is 0.


Record 3
The following is a quantum chemistry calculation of a cluster of 2 separate species, C18H27ClN4O4S in total in a non-equilibrium geometry, from OMol25.

The geometry in XYZ format:
```
55
Properties=species:S:1:pos:R:3:forces:R:3:lowdin_charge:R:1
C -4.84855 -0.23015 -3.07122 0.175 0.186 -0.191 -0.02
C -3.35318 -0.16740 -2.75662 -0.197 0.303 -1.350 -0.38
N -2.52542 0.55368 -3.74376 -0.376 0.912 -0.823 -0.10
C -3.08457 1.00724 -5.03895 0.215 0.040 0.769 -0.04
C -1.20228 0.86210 -3.39772 -1.113 0.079 -0.501 -0.22
C -0.53230 1.97796 -3.92523 0.836 0.089 0.130 0.00
C 0.79544 2.25320 -3.57340 -0.463 -0.305 -0.039 -0.08
C 1.47306 1.41564 -2.68545 -0.564 -0.357 0.031 -0.65
Cl 3.12290 1.75612 -2.23096 -0.335 -0.087 -0.079 0.67
C 0.81273 0.30824 -2.15358 0.098 0.123 0.094 -0.08
C -0.51665 0.04648 -2.50524 0.310 -0.380 0.415 -0.19
S -1.36992 -1.34298 -1.74989 0.698 -2.056 2.576 0.73
O -0.55146 -2.56353 -1.80474 -1.211 1.785 -1.019 -0.30
O -1.71483 -0.97968 -0.36726 -0.033 0.282 -2.185 -0.31
N -2.80483 -1.50860 -2.67029 1.634 -0.712 1.970 -0.22
C -2.62960 -2.33851 -3.87387 0.209 0.192 -0.185 -0.07
H -5.25602 0.78041 -3.16078 0.025 -0.120 -0.042 0.09
H -5.05003 -0.77709 -3.99431 -0.027 0.080 0.081 0.07
H -5.36935 -0.73892 -2.25489 0.238 0.076 -0.086 0.10
H -3.27184 0.34624 -1.78978 0.322 -0.430 -0.070 0.15
H -3.76065 0.25898 -5.46123 0.081 0.074 0.213 0.08
H -3.62966 1.94806 -4.91022 -0.036 -0.025 -0.221 0.09
H -2.29355 1.15958 -5.78014 0.005 -0.064 0.309 0.09
H -1.03733 2.65555 -4.60301 -0.020 -0.103 0.071 0.11
H 1.30568 3.12043 -3.98253 -0.134 -0.116 0.049 0.11
H 1.33521 -0.34533 -1.45792 -0.142 0.050 -0.152 0.11
H -2.34150 -3.35697 -3.59248 -0.082 0.383 0.142 0.09
H -1.84974 -1.93018 -4.52550 -0.070 -0.042 -0.096 0.09
H -3.55912 -2.40242 -4.44586 0.026 0.160 0.264 0.09
C 2.26127 1.48702 5.41822 0.059 -0.328 -0.246 -0.05
N 3.49227 1.21041 4.67758 -1.065 0.624 1.003 0.04
C 3.75816 0.40307 3.63862 0.634 -0.162 -0.489 -0.45
O 4.90288 0.43744 3.21619 0.226 -0.551 -0.667 0.04
C 2.74505 -0.53805 2.93362 0.139 -0.185 0.378 -0.17
C 2.47385 -0.06735 1.49932 -0.029 0.524 0.038 -0.12
C 1.26428 0.84868 1.67139 0.126 -0.451 0.291 -0.14
C 0.44886 0.11151 2.73306 -0.722 0.210 -0.134 -0.13
N 1.41077 -0.64273 3.52728 0.824 0.544 -0.757 -0.03
C 1.05890 -1.38862 4.59130 -0.597 -0.559 1.070 -0.53
C 2.10449 -2.26868 5.25437 -0.066 0.260 -0.329 0.01
O -0.07348 -1.37623 5.05990 0.005 0.287 -0.478 0.04
H 1.44033 1.71128 4.73806 -0.056 -0.047 0.135 0.07
H 1.99897 0.63857 6.05139 -0.215 0.107 0.019 0.08
H 2.41121 2.35554 6.06116 0.134 -0.084 -0.136 0.09
H 4.30565 1.73152 4.96988 0.030 -0.153 -0.172 0.14
H 3.20470 -1.52481 2.88076 0.287 0.115 0.281 0.15
H 2.19763 -0.92347 0.88133 0.112 -0.047 0.025 0.12
H 3.32329 0.45747 1.05964 0.045 -0.285 0.057 0.12
H 0.70484 0.96649 0.74356 -0.033 0.188 0.116 0.10
H 1.58427 1.81823 2.05744 -0.017 0.098 -0.160 0.11
H -0.24046 -0.58423 2.25056 -0.198 0.068 0.151 0.13
H -0.11120 0.81572 3.34940 -0.181 -0.215 0.085 0.12
H 2.45587 -3.00945 4.53884 0.249 -0.054 0.020 0.08
H 2.93593 -1.65934 5.60117 0.280 -0.077 -0.020 0.08
H 1.64903 -2.77817 6.10279 -0.038 0.154 -0.158 0.09
```
Positions in Å, forces in eV/Å.

The HOMO energy is -8.6 eV. The structure (SMILES) is C[C@@H]1N(C)c2ccc(Cl)cc2S(=O)(=O)N1C.CNC(=O)[C@@H]1CCCN1C(C)=O. The calculation puts the electronic energy at -56612.05277 eV. Its net charge is 0.


- Among the records above, which one has the highest net charge?
  C18H27BiN5O9


- What is the net charge in the first record?
  +1